{
  "formula": "C5H5N",
  "method": "wB97M-V/def2-TZVPD",
  "species": ["C", "C", "C", "C", "C", "N", "H", "H", "H", "H", "H"],
  "coordinates": [[-1.624, -0.920, 0.492], [-0.767, -0.379, -0.623], [0.540, -0.408, -0.576], [1.821, -0.261, -0.409], [2.256, 0.797, 0.245], [2.731, 1.752, 0.820], [-1.004, -1.249, 1.332], [-2.231, -1.775, 0.172], [-2.291, -0.129, 0.859], [-1.217, 0.215, -1.417], [2.121, 2.452, 1.246]],
  "forces_ev_per_angstrom": [[-0.094, -0.088, 0.109], [0.341, 0.114, 0.030], [-0.186, 0.139, -0.017], [-0.162, 0.357, 0.222], [0.009, 0.662, 0.339], [-0.133, -0.571, -0.282], [-0.092, 0.034, -0.158], [-0.003, 0.169, 0.026], [0.054, -0.234, -0.081], [-0.029, -0.322, -0.018], [0.296, -0.259, -0.169]],
  "smiles": "CC=C=C=C=N",
  "total_charge": 0,
  "homo_lumo_gap_ev": 8.68,
  "de_lowest_kj_mol": 363.1
}

---

{
  "formula": "C5H5N",
  "method": "wB97M-V/def2-TZVPD",
  "species": ["C", "C", "C", "C", "C", "N", "H", "H", "H", "H", "H"],
  "coordinates": [[2.316, -0.739, 0.086], [1.302, -0.174, -0.251], [-0.056, 0.295, 0.130], [-1.249, -0.559, -0.392], [-0.340, 1.738, 0.057], [-0.630, 2.858, 0.113], [3.088, -1.204, 0.659], [0.238, 0.146, 1.171], [-1.065, -1.610, -0.164], [-2.198, -0.263, 0.071], [-1.406, -0.489, -1.480]],
  "forces_ev_per_angstrom": [[-0.692, 0.417, -0.151], [0.718, -0.469, 0.264], [0.091, -0.009, -0.277], [0.116, -0.043, 0.083], [-0.114, 1.092, -0.196], [0.347, -1.292, -0.166], [0.280, -0.014, -0.608], [-1.536, -0.065, 0.551], [0.023, 0.105, 0.045], [0.366, 0.054, 0.083], [0.402, 0.223, 0.374]],
  "smiles": "C#C[C@H](C)C#N",
  "total_charge": 0,
  "homo_lumo_gap_ev": 11.00,
  "de_lowest_kj_mol": 290.0
}

---

{
  "formula": "C5H5N",
  "method": "wB97M-V/def2-TZVPD",
  "species": ["C", "C", "C", "C", "C", "N", "H", "H", "H", "H", "H"],
  "coordinates": [[1.159, 0.200, -0.978], [0.210, -0.327, 0.065], [-1.057, 0.152, 0.154], [-2.017, 0.881, 0.548], [0.537, -1.476, 0.834], [0.821, -2.427, 1.437], [0.920, 1.237, -1.238], [2.195, 0.161, -0.631], [1.074, -0.407, -1.884], [-0.807, 0.894, 1.159], [-3.082, 1.148, 0.521]],
  "forces_ev_per_angstrom": [[0.137, -0.045, -0.217], [-0.166, -0.565, -0.645], [0.333, -0.585, -0.540], [1.378, -0.017, 0.686], [0.271, -0.938, 0.349], [-0.213, 0.879, -0.432], [0.008, -0.178, 0.071], [-0.151, -0.022, -0.011], [0.194, 0.126, -0.052], [-2.764, 1.558, 0.630], [0.973, -0.212, 0.163]],
  "total_charge": 0,
  "homo_lumo_gap_ev": 8.76,
  "de_lowest_kj_mol": 487.2
}

---

{
  "formula": "C5H5N",
  "method": "wB97M-V/def2-TZVPD",
  "species": ["C", "C", "C", "C", "C", "N", "H", "H", "H", "H", "H"],
  "coordinates": [[-0.604, 1.174, 1.728], [-0.396, 0.201, 0.897], [0.200, -0.398, -0.109], [-0.303, -0.248, -1.519], [1.308, -1.259, 0.195], [2.194, -1.959, 0.452], [0.208, 1.839, 1.459], [-1.324, 1.340, 2.526], [-0.887, 0.672, -1.616], [0.514, -0.229, -2.245], [-0.950, -1.100, -1.734]],
  "forces_ev_per_angstrom": [[0.250, -0.173, -0.197], [0.187, 0.058, -0.091], [-0.321, -0.223, 0.170], [-0.078, -0.116, -0.161], [0.640, -0.834, 0.170], [-0.717, 0.654, -0.291], [-0.264, 1.033, 0.831], [0.250, -0.195, -0.351], [0.101, -0.209, 0.059], [-0.063, -0.053, 0.145], [0.015, 0.058, -0.284]],
  "smiles": "C=C=C(C)C#N",
  "total_charge": 0,
  "homo_lumo_gap_ev": 10.22,
  "de_lowest_kj_mol": 224.7
}